{"formula": "C13H11NO3S", "method": "wB97M-V/def2-TZVPD", "lumo_ev": -0.56, "fmax_ha_per_bohr": 0.0993, "homo_energy_ha": -0.324, "gap_ev": 8.25, "energy_ha": -1180.54132, "de_lowest_ev": 1.520, "symbols": ["O", "O", "O", "C", "C", "C", "C", "C", "C", "C", "C", "C", "C", "C", "N", "C", "C", "S", "H", "H", "H", "H", "H", "H", "H", "H", "H", "H", "H"], "xyz": [[-2.642, -3.220, 3.937], [-2.612, -2.572, -1.389], [-4.119, -0.773, -0.625], [-2.327, -2.607, 2.935], [1.686, 3.794, -0.698], [-0.570, -0.210, -2.130], [0.732, 3.950, 0.357], [-1.534, -0.069, -1.155], [1.661, 2.646, -1.448], [0.611, 0.582, -2.110], [-0.316, 3.034, 0.452], [-1.482, 1.050, -0.295], [0.646, 1.738, -1.284], [-0.403, 1.961, -0.348], [-2.545, -1.317, 2.518], [-1.935, -3.185, 1.628], [-2.032, -1.629, 1.151], [-2.754, -1.334, -0.555], [2.325, 4.672, -0.823], [-0.557, -1.124, -2.629], [0.897, 4.836, 0.994], [2.467, 2.594, -2.101], [1.342, 0.446, -2.907], [-1.162, 3.226, 1.173], [-2.352, 1.239, 0.310], [-3.475, -0.917, 2.701], [-2.827, -3.818, 1.178], [-0.973, -3.745, 1.517], [-1.041, -1.207, 1.116]]}


{"formula": "C5H8OS", "method": "wB97M-V/def2-TZVPD", "lumo_ev": 0.77, "fmax_ha_per_bohr": 0.0725, "homo_energy_ha": -0.331, "gap_ev": 9.79, "energy_ha": -668.65551, "de_lowest_ev": 2.259, "symbols": ["C", "C", "C", "C", "C", "O", "S", "H", "H", "H", "H", "H", "H", "H", "H"], "xyz": [[-0.794, 0.527, 1.006], [-0.155, -0.221, 1.884], [0.588, -0.902, -0.485], [-0.375, 0.217, -0.470], [0.152, 1.331, -1.357], [0.312, -2.719, 1.610], [1.029, -1.442, 1.366], [-1.602, 1.263, 1.239], [-0.259, -0.099, 2.909], [0.025, -1.873, -0.710], [1.424, -0.843, -1.217], [-1.396, -0.139, -0.892], [1.151, 1.906, -0.937], [-0.652, 2.034, -1.644], [0.552, 0.960, -2.300]]}